This record from OMol25 describes a molecular structure, C9H19N2. The level of theory is ωB97M-V with the def2-TZVPD basis set.

ΔE to the lowest compared entry with this formula, charge and spin: 835.9 kJ/mol
E: -12607.184 eV

```
! wB97M-V def2-TZVPD RIJCOSX def2/J DEFGRID3
* xyz 1 1
N 1.485 0.400 -0.421
N -1.940 -1.833 2.017
C 1.107 -0.528 -1.369
C -1.700 -0.487 0.090
C -0.442 -1.491 1.871
C -0.265 -0.779 0.492
C -2.437 -0.912 1.305
C 0.610 -1.513 -0.371
C 1.679 1.822 -1.008
C 0.400 0.605 0.579
C 0.583 2.516 -1.712
H 1.185 0.703 1.616
H -1.824 -2.850 1.683
H 2.059 2.498 -0.244
H 0.193 -2.169 2.156
H 0.890 3.652 -2.036
H 2.360 0.203 -0.149
H -0.002 1.662 0.755
H -1.812 -1.191 -0.656
H 2.463 1.923 -1.796
H 1.557 -2.002 0.060
H -0.128 -2.294 -1.041
H -2.588 0.076 2.180
H 0.190 -0.285 -2.170
H -0.327 2.581 -1.106
H -0.141 -0.619 2.850
H -1.960 0.579 -0.068
H -3.536 -1.372 1.218
H 1.914 -0.731 -1.996
H 0.428 1.833 -2.732
*
```

natural (NBO) atomic charge list, values in e, 2 entries: atom 1 (N): -0.36, atom 2 (N): -0.59